No. 1
Molecular formula: C7H10
Method: DFT, ωB97M-V with the def2-TZVPD basis set

Structure (XYZ):
```
17
Properties=species:S:1:pos:R:3:lowdin_charge:R:1
C -1.6443 -1.5154 2.1534 0.00
C -0.7999 -0.6857 1.5494 -0.18
C -0.9552 -0.0550 0.2333 -0.08
C 0.0462 0.2341 -0.6056 -0.29
C -0.3310 0.5239 -2.0263 -0.06
C 1.4166 0.4124 -0.1158 -0.13
C 2.3522 1.0204 -0.8342 0.02
H -2.5730 -1.9264 1.7668 0.06
H -1.3756 -1.9634 3.0961 0.04
H 0.1501 -0.5513 2.0522 0.08
H -1.9820 -0.1599 -0.1076 0.12
H -1.2031 1.1655 -2.1264 0.08
H 0.4394 0.9470 -2.6604 0.06
H -0.6699 -0.3770 -2.5448 0.09
H 1.6567 0.0766 0.8786 0.09
H 2.0665 1.6087 -1.6915 0.05
H 3.3419 1.1486 -0.4336 0.05
```

Properties
SMILES: C=C/C=C(/C)C=C
LUMO level in eV: 0.63
Orbital gap in eV: 8.80
ΔE to the lowest compared entry with this formula, charge and spin in eV: 1.944

No. 2
Molecular formula: C4H19N2O6
Method: DFT, ωB97M-V with the def2-TZVPD basis set

Structure (XYZ):
```
31
Properties=species:S:1:pos:R:3:lowdin_charge:R:1
C -1.8176 1.7156 -1.2593 -0.06
C -1.2801 0.3357 -1.2352 -0.23
C -0.8034 -0.5826 -2.1764 -0.01
N 0.1926 -1.3715 -1.5560 0.09
C 0.2477 -1.0332 -0.2851 -0.17
N -0.5313 0.0229 -0.0857 0.14
H -1.6493 2.2716 -2.1921 0.08
H -1.4039 2.4138 -0.4733 0.07
H -2.8826 1.8143 -1.0935 0.07
H -1.1575 -0.7355 -3.1753 0.11
H 0.6032 -2.2625 -1.8898 0.12
H 0.7867 -1.5891 0.4773 0.12
H -0.6834 0.4355 0.8196 0.12
H -1.0070 3.5219 2.0857 -0.02
H 0.0101 4.5607 1.6587 0.03
O -0.6267 3.9342 1.3001 -0.11
H 2.9950 -3.4116 -0.6933 0.05
H 2.1626 -4.1549 -1.7181 0.04
O 2.0884 -3.5449 -0.9785 -0.06
H 2.7409 -2.4595 -3.2448 0.06
H 1.5042 -2.1869 -4.1272 0.05
O 1.8564 -2.7877 -3.4650 -0.08
H 0.5892 0.7273 4.4902 0.03
H -0.6326 0.5097 3.5746 -0.02
O 0.1846 1.0231 3.6645 -0.16
H -2.5227 2.7864 2.9216 0.01
H -3.4757 1.7007 2.8002 0.02
O -2.6493 1.9891 2.3666 -0.18
H 1.5973 0.3621 2.3801 -0.01
H 2.9589 0.1997 1.7249 0.03
O 2.1193 -0.2559 1.8303 -0.12
```

Properties
Multiplicity: 2
⟨S²⟩: 0.751
LUMO level (alpha / beta) in eV: -0.05 / -0.10
Orbital gap (alpha / beta) in eV: 2.11 / 9.81
ΔE to the lowest compared entry with this formula, charge and spin in eV: 0.000

No. 3
Molecular formula: C5H11BrNO3
Method: DFT, ωB97M-V with the def2-TZVPD basis set

Structure (XYZ):
```
21
Properties=species:S:1:pos:R:3:lowdin_charge:R:1
N -1.4165 1.8516 -0.6106 0.19
C -1.2948 0.5054 0.0333 -0.79
Br -3.1684 -0.1061 0.0242 0.85
C -0.4349 0.1925 1.1654 -0.10
C 0.9488 0.3790 0.5131 -0.32
O 1.1562 1.7489 0.1903 -0.02
C 0.7621 -0.4203 -0.7538 -0.18
C 1.1588 -1.9018 -0.4273 -0.16
O 0.2341 -2.4645 0.5228 -0.08
O -0.7401 -0.3498 -1.0520 -0.14
H -1.9074 1.7189 -1.4655 0.13
H -0.3702 2.2550 -0.5823 0.20
H -1.9440 2.5382 -0.0621 0.17
H -0.5212 -0.8855 1.5187 0.15
H -0.5336 0.9112 2.0512 0.17
H 1.7415 -0.0572 1.1680 0.18
H 2.0191 1.8262 0.6381 0.14
H 1.3576 -0.2513 -1.7463 0.19
H 2.0852 -1.9021 0.1472 0.12
H 1.3214 -2.6027 -1.3792 0.17
H -0.4537 -2.9858 0.1067 0.10
```

Properties
SMILES: [NH3+][C@]1(Br)C[C@H](O)[C@@H](CO)O1
LUMO level in eV: -3.16
Total charge: +1
Orbital gap in eV: 10.89
ΔE to the lowest compared entry with this formula, charge and spin in eV: 0.000

No. 4
Molecular formula: HN3S
Method: DFT, ωB97M-V with the def2-TZVPD basis set

Structure (XYZ):
```
5
Properties=species:S:1:pos:R:3:lowdin_charge:R:1
N 0.0887 -0.8136 0.5056 -0.29
N -0.9463 -0.3442 1.0908 -0.30
N 0.6551 0.3031 0.0930 -0.38
S -0.6904 1.2588 0.5157 0.74
H 0.8929 -0.4041 -2.2051 0.23
```

Properties
LUMO level (alpha / beta) in eV: -3.79 / -3.79
Orbital gap (alpha / beta) in eV: 6.25 / 6.25
ΔE to the lowest compared entry with this formula, charge and spin in eV: 7.373

Q: Which of these has the highest ΔE to the lowest compared entry with this formula, charge and spin?
A: HN3S